Version A
ORCA calculation (wB97M-V/def2-TZVPD) on a molecular structure, C26H26BBrN2O11STc.

Element x y z (Å)
Tc: 0.198 -0.416 0.313
C: -4.606 0.398 1.662
C: -3.423 1.290 2.001
C: -3.833 2.750 1.986
O: -2.430 1.085 0.940
B: -1.490 0.249 1.450
O: -1.628 -0.060 2.760
C: -2.648 0.848 3.290
C: -1.889 1.980 3.963
C: -3.478 0.086 4.302
H: -4.980 0.670 0.675
H: -5.412 0.525 2.383
H: -4.319 -0.654 1.644
H: -4.431 2.957 1.100
H: -2.966 3.406 1.975
H: -4.436 2.983 2.865
H: -1.284 2.537 3.246
H: -1.218 1.553 4.708
H: -2.567 2.673 4.462
H: -3.910 -0.816 3.875
H: -4.282 0.716 4.685
H: -2.843 -0.204 5.139
Br: 2.901 -0.941 -0.694
C: 2.706 -2.843 -0.833
C: 3.238 -3.450 -1.953
C: 3.177 -4.834 -2.046
C: 2.609 -5.575 -1.021
C: 2.094 -4.944 0.100
C: 2.122 -3.557 0.207
C: 1.535 -2.959 1.448
O: 1.796 -3.351 2.547
O: 0.572 -2.030 1.252
H: 3.671 -2.868 -2.757
H: 3.539 -5.314 -2.944
H: 2.565 -6.653 -1.098
H: 1.667 -5.514 0.914
N: -1.172 -1.441 -0.956
C: -0.477 -1.993 -2.118
C: -0.457 -3.359 -2.331
C: 0.273 -3.854 -3.402
C: 0.997 -2.989 -4.212
C: 0.946 -1.619 -3.993
C: 0.197 -1.110 -2.947
S: 2.077 -3.629 -5.501
O: 2.291 -5.012 -5.104
O: 3.248 -2.776 -5.365
O: 1.313 -3.449 -6.716
H: -1.874 -0.759 -1.244
H: -1.657 -2.175 -0.445
H: -0.988 -4.029 -1.664
H: 0.337 -4.917 -3.589
H: 1.525 -0.969 -4.636
H: 0.155 -0.041 -2.761
O: 1.206 1.155 1.274
C: 0.874 1.944 0.329
O: 0.143 1.442 -0.593
C: 1.301 3.349 0.299
C: 2.016 3.867 1.376
C: 2.408 5.193 1.357
C: 2.074 5.957 0.254
C: 1.372 5.462 -0.829
C: 0.977 4.136 -0.802
N: 2.488 7.383 0.233
O: 2.216 8.025 -0.757
O: 3.081 7.801 1.203
H: 2.258 3.228 2.214
H: 2.961 5.638 2.171
H: 1.147 6.109 -1.664
H: 0.422 3.709 -1.624

Properties
E_HOMO (alpha / beta) (eV): -8.2 / -8.2
2S+1: 4
LUMO level (alpha / beta) (eV): -1.910 / -2.676

Atom charges from the Mulliken analysis, given in e for atoms 1 to 8: Tc 0.89; C -2.01; C 1.50; C -1.79; O -0.32; B 0.70; O -0.16; C 1.62



Version B
ORCA calculation (wB97M-V/def2-TZVPD) on a molecular structure, C26H26BBrN2O11STc.

Element x y z (Å)
Tc: 0.264 -0.234 0.131
C: 4.707 -2.473 -0.892
C: 4.420 -1.579 0.300
C: 5.186 -2.039 1.519
O: 2.983 -1.718 0.589
B: 2.378 -0.654 0.005
O: 3.216 0.285 -0.523
C: 4.560 -0.057 -0.017
C: 4.771 0.796 1.220
C: 5.573 0.274 -1.086
H: 4.392 -3.489 -0.655
H: 5.772 -2.486 -1.124
H: 4.162 -2.147 -1.780
H: 5.044 -3.111 1.657
H: 4.848 -1.530 2.419
H: 6.255 -1.853 1.390
H: 4.023 0.586 1.987
H: 4.685 1.848 0.944
H: 5.762 0.633 1.644
H: 5.356 -0.233 -2.024
H: 6.575 -0.013 -0.758
H: 5.577 1.349 -1.270
Br: 1.075 -3.417 3.935
C: 0.808 -1.732 4.735
C: 0.823 -1.675 6.119
C: 0.689 -0.454 6.766
C: 0.559 0.722 6.043
C: 0.555 0.668 4.662
C: 0.662 -0.557 3.999
C: 0.582 -0.505 2.540
O: 0.052 -1.409 1.811
O: 1.021 0.530 1.900
H: 0.942 -2.589 6.684
H: 0.692 -0.427 7.848
H: 0.462 1.673 6.549
H: 0.450 1.570 4.074
N: 0.690 1.175 -1.430
C: -0.559 1.677 -2.020
C: -1.216 2.728 -1.418
C: -2.514 3.016 -1.822
C: -3.127 2.262 -2.817
C: -2.393 1.271 -3.473
C: -1.109 0.971 -3.076
S: -4.826 2.517 -3.272
O: -5.298 3.488 -2.299
O: -5.389 1.178 -3.124
O: -4.754 2.986 -4.643
H: 1.296 0.757 -2.132
H: 1.248 1.922 -1.017
H: -0.761 3.256 -0.585
H: -3.096 3.787 -1.334
H: -2.877 0.703 -4.258
H: -0.562 0.150 -3.529
O: -1.874 0.502 0.308
C: -2.134 -0.319 -0.596
O: -1.096 -1.004 -1.084
C: -3.459 -0.494 -1.188
C: -4.544 0.153 -0.604
C: -5.784 0.087 -1.212
C: -5.890 -0.620 -2.389
C: -4.834 -1.266 -2.993
C: -3.599 -1.205 -2.377
N: -7.226 -0.699 -3.052
O: -7.288 -1.308 -4.097
O: -8.134 -0.082 -2.543
H: -4.402 0.730 0.300
H: -6.649 0.587 -0.806
H: -4.983 -1.782 -3.929
H: -2.739 -1.677 -2.832

Properties
E_HOMO (alpha / beta) (eV): -7.9 / -7.9
2S+1: 4
LUMO level (alpha / beta) (eV): -1.033 / -2.467

Atom charges from the Mulliken analysis, given in e for atoms 1 to 8: Tc 0.21; C -1.98; C 1.55; C -1.77; O -0.51; B 1.39; O -0.65; C 1.44



Which structure is most stable, and how do the rest compare? From most to least stable: version A, version B.



Version A
ORCA calculation (wB97M-V/def2-TZVPD) on 2 unconnected molecules or ions with the total composition CH3NO2S2.

Element x y z (Å)
C: 1.011 -0.274 -0.712
N: -1.374 -0.242 0.959
O: -3.121 -2.016 0.832
O: -0.452 -2.231 -1.403
S: -1.725 -1.657 0.651
S: 0.819 -1.561 -1.727
H: 1.892 0.159 -0.617
H: 0.197 0.241 -0.260
H: -1.850 0.548 1.358

Properties
E_HOMO (eV): -9.9
LUMO level (eV): -0.712

Atom charges from the Mulliken analysis, given in e for atoms 1 to 8: C -0.48; N -0.43; O -0.49; O -0.50; S 0.64; S 0.36; H 0.36; H 0.31



Version B
ORCA calculation (wB97M-V/def2-TZVPD) on CH3NO2S2 in the gas phase.

Element x y z (Å)
C: -0.331 -0.460 -0.157
N: 0.605 0.613 -0.385
O: 2.816 3.112 0.177
O: 1.304 0.920 0.796
S: -1.418 -0.963 -1.471
S: 2.679 1.988 1.110
H: 0.461 -1.284 0.165
H: -0.866 -0.221 0.708
H: 0.102 1.368 -0.788

Properties
E_HOMO (alpha / beta) (eV): -9.2 / -8.6
LUMO level (alpha / beta) (eV): -1.160 / -2.436

Atom charges from the Mulliken analysis, given in e for atoms 1 to 8: C -0.50; N -0.17; O -0.38; O -0.27; S -0.05; S 0.48; H 0.29; H 0.35



Which structure is most stable, and how do the rest compare? From most to least stable: version A, version B.



Version A
ORCA calculation (wB97M-V/def2-TZVPD) on a gas-phase ion, CH3N4O (charge +1).

Element x y z (Å)
N: 1.708 0.513 0.187
C: 0.324 0.159 0.021
N: -0.252 -1.073 0.018
N: -1.487 -0.862 -0.056
O: -1.755 0.487 -0.102
N: -0.634 1.098 -0.054
H: 2.378 -0.234 0.086
H: 1.960 1.461 -0.024
H: -2.241 -1.549 -0.076

Properties
Net charge: +1
E_HOMO (eV): -15.3
SMILES: Nc1n[nH+]on1
LUMO level (eV): -6.701

Atom charges from the Mulliken analysis, given in e for atoms 1 to 8: N -0.38; C 0.56; N -0.25; N 0.32; O 0.04; N -0.13; H 0.26; H 0.27



Version B
ORCA calculation (wB97M-V/def2-TZVPD) on 2 unconnected molecules or ions with the total composition CH3N4O.

Element x y z (Å)
C: -3.300 0.269 3.019
N: -2.464 0.287 2.208
N: -1.714 0.100 1.226
N: -0.493 0.411 1.227
N: 0.114 0.092 -0.036
O: -4.843 0.944 4.183
H: -0.530 -0.412 -0.688
H: 0.957 -0.482 0.153
H: 0.441 0.971 -0.480

Properties
Net charge: +1
E_HOMO (alpha / beta) (eV): -14.2 / -14.2
LUMO level (alpha / beta) (eV): -7.063 / -7.065

Atom charges from the Mulliken analysis, given in e for atoms 1 to 8: C 0.13; N 0.25; N -0.07; N -0.11; N -0.15; O -0.23; H 0.39; H 0.39



Which structure is most stable, and how do the rest compare? From most to least stable: version A, version B.